# 1
C3H7O2P | ωB97M-V with the def2-TZVPD basis set

The value obtained for the frontier orbital gap (alpha / beta) is 6.55 / 6.22 eV. The calculation puts the total energy at -610.1901 a.u. The calculation puts the highest occupied orbital energy (alpha / beta) at -7.053 / -6.846 eV. Its multiplicity is 1. The LUMO energy (alpha / beta) comes out at -0.499 / -0.629 eV.

XYZ file:
```
13
C3H7O2P (ωB97M-V with the def2-TZVPD basis set)
C 0.990 0.436 1.611
C -0.430 0.049 0.932
C -1.026 0.441 -1.449
O 0.898 -2.308 -1.792
O -0.365 0.813 -0.282
P 0.564 -1.350 -2.790
H 1.915 0.401 0.993
H 0.899 1.606 1.880
H 1.081 -0.202 2.407
H -1.381 0.400 1.416
H -0.397 -1.070 0.744
H -1.718 -0.427 -1.555
H -1.030 1.210 -2.115
```

=====

# 2
C3H7O2Pb | ωB97M-V with the def2-TZVPD basis set

The value obtained for the frontier orbital gap (alpha / beta) is 7.44 / 7.44 eV. The calculation puts the total energy at -461.4360 a.u. The calculation puts the highest occupied orbital energy (alpha / beta) at -13.108 / -13.108 eV. Its multiplicity is 1. The LUMO energy (alpha / beta) comes out at -5.670 / -5.671 eV. As for the net charge: +1.

XYZ file:
```
13
C3H7O2Pb (ωB97M-V with the def2-TZVPD basis set)
O 0.122 -1.987 0.980
C -0.955 -1.386 0.644
C -0.761 -0.206 -0.278
O 0.569 0.253 -0.093
C 0.950 1.372 -0.891
Pb 1.504 -0.603 1.623
H -1.725 -2.076 0.255
H -1.479 0.584 0.001
H -0.930 -0.507 -1.325
H 0.168 2.142 -0.854
H 1.882 1.758 -0.465
H 1.109 1.030 -1.922
H -0.456 -0.375 2.324
```

=====

# 3
C3H7O2Pm | ωB97M-V with the def2-TZVPD basis set

The value obtained for the frontier orbital gap (alpha / beta) is 7.76 / 7.46 eV. The calculation puts the total energy at -876.9356 a.u. The calculation puts the highest occupied orbital energy (alpha / beta) at -13.189 / -13.145 eV. Its multiplicity is 6. As for the expectation value of S²: 8.766. The LUMO energy (alpha / beta) comes out at -5.429 / -5.683 eV. As for the net charge: +1.

XYZ file:
```
13
C3H7O2Pm (ωB97M-V with the def2-TZVPD basis set)
C -1.891 0.195 -0.337
C -0.569 0.890 -0.114
O 0.366 -0.135 0.362
C 1.749 0.112 0.318
Pm -1.130 -2.041 0.135
H -2.665 0.554 0.356
H -2.255 0.327 -1.366
H -0.579 1.627 0.706
H -0.137 1.359 -1.012
H 2.187 -1.024 0.102
H 2.026 0.912 -0.382
O 0.814 -3.158 -0.097
H 2.084 0.382 1.329
```

=====

# 4
C3H7O2S | ωB97M-V with the def2-TZVPD basis set

The value obtained for the frontier orbital gap is 7.06 eV. The calculation puts the total energy at -667.0560 a.u. The calculation puts the highest occupied orbital energy at -3.142 eV. Its multiplicity is 1. The LUMO energy comes out at 3.919 eV. As for the net charge: -1.

XYZ file:
```
13
C3H7O2S (ωB97M-V with the def2-TZVPD basis set)
C -0.065 0.842 0.835
C -1.550 0.943 1.245
C 1.793 -0.792 -1.015
O 0.037 -1.837 0.599
O -0.912 -0.760 -1.340
S 0.015 -0.634 -0.221
H 0.102 1.956 -0.293
H -1.661 -0.072 1.691
H -2.281 1.006 0.374
H -1.587 1.931 1.845
H 2.572 -1.257 -0.480
H 1.416 -1.470 -1.788
H 2.120 0.143 -1.453
```

=====

# 5
C3H7O3 | ωB97M-V with the def2-TZVPD basis set

The value obtained for the frontier orbital gap is 7.56 eV. The calculation puts the total energy at -344.2607 a.u. The calculation puts the highest occupied orbital energy at -3.998 eV. Its multiplicity is 1. The LUMO energy comes out at 3.560 eV. As for the net charge: -1.

XYZ file:
```
13
C3H7O3 (ωB97M-V with the def2-TZVPD basis set)
C 1.131 0.594 1.342
O 2.261 1.150 2.026
H 2.666 0.375 2.426
H 1.055 -0.444 1.127
H 1.151 0.974 0.305
H 0.193 1.035 1.666
C -1.082 -0.046 -1.750
C -1.392 -1.178 -0.694
O -0.383 -1.596 -0.072
O -2.588 -1.490 -0.573
H -0.388 -0.410 -2.500
H -0.596 0.719 -1.160
H -2.029 0.315 -2.143
```

=====

# 6
C3H7O3 | ωB97M-V with the def2-TZVPD basis set

The value obtained for the frontier orbital gap is 8.42 eV. The calculation puts the total energy at -344.2763 a.u. The calculation puts the highest occupied orbital energy at -4.232 eV. Its multiplicity is 1. The LUMO energy comes out at 4.189 eV. As for the net charge: -1.

XYZ file:
```
13
C3H7O3 (ωB97M-V with the def2-TZVPD basis set)
O 1.753 -1.850 -0.419
C 0.796 -1.028 -0.549
O -0.474 -1.297 -0.789
C 1.248 0.447 -0.281
C 0.621 0.864 1.081
H 2.309 0.468 -0.178
H 0.845 1.014 -1.105
H 0.075 1.785 1.079
H -0.013 0.170 1.431
H 1.379 0.922 1.769
H -2.215 -1.032 -0.700
H -3.243 0.102 -1.008
O -3.081 -0.565 -0.330
```

=====

# 7
C3H7O3 | ωB97M-V with the def2-TZVPD basis set

The value obtained for the frontier orbital gap is 8.66 eV. The calculation puts the total energy at -344.2841 a.u. The calculation puts the highest occupied orbital energy at -4.501 eV. Its multiplicity is 1. The LUMO energy comes out at 4.154 eV. As for the net charge: -1.

XYZ file:
```
13
C3H7O3 (ωB97M-V with the def2-TZVPD basis set)
O -2.768 1.339 1.350
C -2.635 0.123 1.179
O -1.573 -0.534 1.039
H -3.548 -0.527 1.132
H -0.680 0.602 0.057
C 0.749 -0.152 -0.961
O -0.091 0.936 -0.674
C 2.057 -0.166 -0.183
H 0.217 -1.097 -0.810
H 1.003 -0.109 -2.030
H 2.758 -0.813 -0.715
H 2.527 0.820 -0.254
H 1.984 -0.422 0.870
```

=====

# 8
C3H7O3S2 | ωB97M-V with the def2-TZVPD basis set

The value obtained for the frontier orbital gap is 7.68 eV. The calculation puts the total energy at -1140.6398 a.u. The calculation puts the highest occupied orbital energy at -4.511 eV. Its multiplicity is 1. The LUMO energy comes out at 3.166 eV. As for the net charge: -1.

XYZ file:
```
15
C3H7O3S2 (ωB97M-V with the def2-TZVPD basis set)
C 1.232 0.116 1.015
C -0.168 0.786 1.345
O -0.611 0.487 2.473
O -0.824 1.294 0.443
C 0.730 -1.247 0.569
S 1.163 -1.913 -1.148
S 1.150 -0.474 -2.373
H 1.760 0.811 0.401
H 1.994 -0.101 1.850
H 0.876 -1.935 1.397
H -0.418 -1.091 0.547
H -0.090 0.132 -2.258
H -2.723 0.363 -1.542
H -1.609 1.452 -1.099
O -2.463 1.321 -1.620
```

=====

# 9
C3H7O3Si | ωB97M-V with the def2-TZVPD basis set

The value obtained for the frontier orbital gap is 9.10 eV. The calculation puts the total energy at -633.8274 a.u. The calculation puts the highest occupied orbital energy at -5.112 eV. Its multiplicity is 1. The LUMO energy comes out at 3.988 eV. As for the net charge: -1.

XYZ file:
```
14
C3H7O3Si (ωB97M-V with the def2-TZVPD basis set)
C 1.697 1.251 -1.972
C 0.148 -0.154 2.065
C -1.385 -1.108 -0.461
O 2.783 1.691 -1.861
O 0.718 1.270 -2.618
O 1.327 0.124 -0.627
Si -0.048 0.084 0.154
H -0.226 0.832 2.644
H -0.393 -0.968 2.429
H 1.269 -0.187 2.157
H -1.788 -1.767 0.260
H -2.210 -0.651 -0.873
H -1.104 -1.732 -1.300
H -0.788 1.316 0.003
```

=====

# 10
C3H7O4Tl | ωB97M-V with the def2-TZVPD basis set

The value obtained for the frontier orbital gap is 3.16 eV. The calculation puts the total energy at -591.0297 a.u. The calculation puts the highest occupied orbital energy at -18.635 eV. Its multiplicity is 1. The LUMO energy comes out at -15.476 eV. As for the net charge: +2.

XYZ file:
```
15
C3H7O4Tl (ωB97M-V with the def2-TZVPD basis set)
Tl 1.686 -3.075 0.496
O 2.666 -5.392 1.031
H 2.152 -6.184 1.347
C -2.277 1.394 0.818
O -1.496 0.224 0.591
C -0.392 0.305 -0.102
O 0.310 -0.706 -0.180
O -0.179 1.451 -0.621
C 1.031 1.681 -1.377
H -1.673 2.195 1.269
H -3.015 1.148 1.579
H -2.822 1.713 -0.075
H 1.933 1.324 -0.884
H 1.095 2.748 -1.551
H 0.980 1.175 -2.341
```

=====

# 11
C3H7OPS2 | ωB97M-V with the def2-TZVPD basis set

The value obtained for the frontier orbital gap (alpha / beta) is 5.06 / 8.77 eV. The calculation puts the total energy at -1331.3712 a.u. The calculation puts the highest occupied orbital energy (alpha / beta) at -7.306 / -8.753 eV. Its multiplicity is 1. The LUMO energy (alpha / beta) comes out at -2.244 / 0.019 eV.

XYZ file:
```
14
C3H7OPS2 (ωB97M-V with the def2-TZVPD basis set)
C 2.266 1.573 1.121
C 0.587 0.538 -0.627
C -1.654 -1.805 -0.544
O -0.892 -1.447 0.569
P -0.571 0.062 0.885
S -2.084 1.359 0.586
S 2.372 0.379 -0.082
H 1.243 1.959 1.467
H 3.185 1.866 1.605
H 0.422 -0.252 -1.460
H 0.360 1.505 -0.881
H -2.303 -2.677 -0.442
H -0.775 -2.110 -1.159
H -2.155 -0.950 -1.040
```

=====

# 12
C3H7OS | ωB97M-V with the def2-TZVPD basis set

The value obtained for the frontier orbital gap is 6.96 eV. The calculation puts the total energy at -591.9124 a.u. The calculation puts the highest occupied orbital energy at -2.726 eV. Its multiplicity is 1. The LUMO energy comes out at 4.235 eV. As for the net charge: -1.

XYZ file:
```
12
C3H7OS (ωB97M-V with the def2-TZVPD basis set)
C -1.473 -1.991 0.217
S -1.721 -0.324 -0.452
H -1.791 -1.961 1.266
H -0.464 -2.365 0.034
H -2.058 -2.777 -0.264
C 0.843 2.067 0.377
C 1.543 1.224 -0.429
O 1.302 -0.051 -0.705
H 1.466 2.861 0.787
H -0.135 1.884 0.805
H 2.151 1.741 -1.179
H 0.338 -0.308 -0.456
```

=====

# 13
C3H7OS | ωB97M-V with the def2-TZVPD basis set

The value obtained for the frontier orbital gap is 6.52 eV. The calculation puts the total energy at -591.9302 a.u. The calculation puts the highest occupied orbital energy at -2.518 eV. Its multiplicity is 1. The LUMO energy comes out at 3.997 eV. As for the net charge: -1.

XYZ file:
```
12
C3H7OS (ωB97M-V with the def2-TZVPD basis set)
O 3.210 -1.005 -2.325
C 2.372 -0.999 -1.457
H 2.554 -0.606 -0.445
H 1.348 -1.389 -1.640
C -1.889 0.143 0.800
C -0.600 0.938 0.579
S 0.836 0.201 1.446
H -1.945 -0.250 1.814
H -2.009 -0.694 0.107
H -2.773 0.774 0.642
H -0.744 1.939 0.969
H -0.359 0.947 -0.487
```

=====

# 14
C3H8 | ωB97M-V with the def2-TZVPD basis set

The value obtained for the frontier orbital gap is 11.56 eV. The calculation puts the total energy at -119.0540 a.u. Its SMILES is C=C.C. The calculation puts the highest occupied orbital energy at -10.230 eV. Its multiplicity is 1. The LUMO energy comes out at 1.334 eV.

XYZ file:
```
11
C3H8 (ωB97M-V with the def2-TZVPD basis set)
C -3.260 -3.200 -2.182
C -4.509 -3.549 -2.432
H -2.998 -2.559 -1.352
H -2.453 -3.538 -2.815
H -5.357 -3.085 -1.943
H -4.778 -4.142 -3.298
C 4.681 4.021 2.765
H 5.723 3.850 3.025
H 4.558 4.983 2.280
H 4.142 4.048 3.710
H 4.253 3.171 2.242
```

=====

# 15
C3H8AgBrO3S | ωB97M-V with the def2-TZVPD basis set

The value obtained for the frontier orbital gap (alpha / beta) is 5.96 / 5.96 eV. The calculation puts the total energy at -3463.5890 a.u. The calculation puts the highest occupied orbital energy (alpha / beta) at -13.399 / -13.399 eV. Its multiplicity is 2. As for the expectation value of S²: 0.752. The LUMO energy (alpha / beta) comes out at -7.444 / -7.438 eV. As for the net charge: +1.

XYZ file:
```
17
C3H8AgBrO3S (ωB97M-V with the def2-TZVPD basis set)
Ag -1.303 -4.420 4.444
Br 0.461 -5.739 0.593
O -1.120 -0.178 1.691
S -1.219 0.955 0.753
O -1.917 2.150 1.175
O 0.298 1.377 0.215
C 1.076 0.374 -0.415
C 2.368 1.011 -0.778
C -2.046 0.398 -0.791
H 0.508 0.002 -1.268
H 1.305 -0.449 0.261
H 3.055 1.390 -0.021
H 2.171 1.887 -1.397
H 3.013 0.412 -1.422
H -2.007 -0.689 -0.726
H -1.538 0.881 -1.627
H -3.105 0.637 -0.687
```